Molecular formula: C33H51N3O7SSi4Tc
Method: DFT, wB97M-V/def2-TZVPD

Geometry (Å):
Tc1 0.2035 0.1106 0.2011
C1 -2.0195 5.2112 2.1674
O1 -1.6430 3.9247 1.7887
C2 -1.6781 2.9402 2.7656
C3 -2.1917 3.1252 4.0460
C4 -2.1385 2.0866 4.9633
C5 -1.5894 0.8745 4.6098
C6 -1.0918 0.6346 3.3138
C7 -0.5245 -0.6349 3.0348
N1 -0.0537 -1.0367 1.8659
N2 0.5727 -2.2359 1.8582
C8 1.2953 -2.4194 0.7773
O2 1.3253 -1.5167 -0.1923
C9 2.1751 -3.5587 0.7029
C10 3.2187 -3.5738 -0.2403
C11 4.1423 -4.5917 -0.2506
C12 4.0403 -5.6358 0.6627
C13 2.9876 -5.6529 1.5800
C14 2.0709 -4.6294 1.6092
C15 -1.1400 1.7014 2.3643
O3 -0.6943 1.5863 1.1379
H1 -3.0690 5.2552 2.4802
H2 -1.8851 5.8393 1.2891
H3 -1.3973 5.6003 2.9824
H4 -2.6241 4.0690 4.3381
H5 -2.5208 2.2301 5.9668
H6 -1.5507 0.0684 5.3328
H7 -0.4382 -1.3284 3.8675
H8 3.2921 -2.7488 -0.9341
H9 4.9651 -4.5787 -0.9570
H10 4.7844 -6.4206 0.6631
H11 2.8992 -6.4722 2.2865
H12 1.2610 -4.6092 2.3236
C16 1.2637 3.1686 -0.3220
O4 1.4337 2.3284 -1.4436
C17 0.9587 1.0766 -1.3936
C18 1.3747 0.3804 -2.6665
H13 1.7003 2.7158 0.5738
H14 0.2037 3.3692 -0.1363
H15 1.7844 4.1000 -0.5431
H16 2.2661 0.8474 -3.0857
H17 0.5781 0.4329 -3.4047
H18 1.5464 -0.6723 -2.4534
C19 -2.0789 1.6053 -4.0057
Si1 -2.8649 1.1471 -2.3050
C20 -2.8158 2.7710 -1.2961
C21 -4.7319 0.9542 -2.7657
Si2 -1.7679 -0.6155 -1.0375
Si3 -1.4059 -2.4332 -2.6423
C22 -0.5078 -3.9878 -1.9579
C23 -3.1323 -3.0569 -3.2393
C24 -0.4940 -2.1354 -4.3235
Si4 -3.5479 -1.5707 0.3363
C25 -3.9311 -0.6149 1.9587
C26 -5.3076 -1.6497 -0.4696
C27 -3.2031 -3.3868 0.8911
H19 -2.5351 2.4859 -4.4558
H20 -2.1753 0.7889 -4.7154
H21 -1.0230 1.8188 -3.8827
H22 -3.6190 2.8001 -0.5669
H23 -2.8853 3.6682 -1.9053
H24 -1.8871 2.8159 -0.7377
H25 -5.1056 1.7746 -3.3746
H26 -5.3380 0.9178 -1.8678
H27 -4.9085 0.0352 -3.3144
H28 -1.0782 -4.4605 -1.1647
H29 0.4487 -3.7062 -1.5314
H30 -0.3132 -4.7428 -2.7180
H31 -3.7226 -3.4103 -2.4018
H32 -3.0798 -3.8625 -3.9671
H33 -3.6775 -2.2395 -3.6993
H34 0.5792 -2.0563 -4.1865
H35 -0.8289 -1.2184 -4.7972
H36 -0.6678 -2.9453 -5.0302
H37 -3.8077 0.4527 1.8046
H38 -3.2503 -0.8943 2.7553
H39 -4.9462 -0.7783 2.3165
H40 -5.8084 -0.6933 -0.3608
H41 -5.9441 -2.4018 -0.0085
H42 -5.2577 -1.8684 -1.5292
H43 -2.1821 -3.4738 1.2496
H44 -3.3164 -4.0831 0.0650
H45 -3.8596 -3.7194 1.6934
N3 3.0129 0.4994 1.2081
C28 4.0969 1.3641 1.0116
C29 4.6037 2.1113 2.0743
C30 5.6522 2.9902 1.8659
C31 6.1941 3.1416 0.6077
C32 5.6960 2.4156 -0.4537
C33 4.6523 1.5276 -0.2576
S1 7.6247 4.2300 0.4197
O5 8.7480 3.4027 0.8699
O6 7.6921 4.5755 -1.0009
O7 7.3567 5.3719 1.2968
H46 2.8824 0.2385 2.1768
H47 3.0129 -0.3112 0.6013
H48 4.1811 1.9873 3.0658
H49 6.0768 3.5670 2.6737
H50 6.1482 2.5520 -1.4255
H51 4.2539 0.9448 -1.0759

HOMO (alpha / beta): -0.408 / -2.788 eV
Spin multiplicity: 4
Energy: -98399.1897 eV
Lowest unoccupied orbital energy (alpha / beta): 3.990 / 3.823 eV
<S²>: 3.81
Net charge: -2
ΔE to the lowest compared entry with this formula, charge and spin: 22.29 kcal/mol

Atomic partial charges in e from the Löwdin method, atoms 1 to 4:
1. Tc 1.26
2. C -0.12
3. O -0.10
4. C -0.20